(1)
# C3HN2O4S

2 unconnected molecules or ions with the total composition C3HN2O4S at a distorted geometry (ωB97M-V/def2-TZVPD, OMol25).

The molecular weight comes out at 161.12 g mol⁻¹. The calculation puts the LUMO energy at 3.09 eV. The energy above the lowest of the compared OMol25 structures with the same formula, charge and spin is 7.5 kcal/mol. As for the HOMO-LUMO gap: 7.2 eV. As for the calculated total energy: -923.542057 a.u. The HOMO energy comes out at -4.1 eV. Its spin multiplicity is 1. The total charge is -1.

Atoms and positions in Å:
C (-2.339, -0.822, -0.552)
C (2.641, 0.391, -0.262)
C (-1.391, -0.020, 0.061)
N (-3.086, -1.590, -0.988)
N (-0.081, -0.392, 0.142)
O (0.297, -1.537, -0.148)
O (2.214, 0.236, -1.327)
O (0.755, 0.466, 0.613)
O (-1.749, 1.275, 0.510)
S (3.670, 0.525, 0.985)
H (-0.932, 1.469, 0.967)



(2)
# C22H15BrN8O2S

C22H15BrN8O2S in the gas phase at a distorted geometry (ωB97M-V/def2-TZVPD, OMol25).

The molecular weight comes out at 535.39 g mol⁻¹. The calculation puts the LUMO energy at -1.10 eV. The energy above the lowest of the compared OMol25 structures with the same formula, charge and spin is 0.0 kcal/mol. As for the HOMO-LUMO gap: 7.1 eV. As for the calculated total energy: -4408.025745 a.u. Its SMILES is N#CC1=C(N)N=C2c3c(-c4ccc(Br)cc4)cn(-c4ccc(S(N)(=O)=O)cc4)c3N=CN2N=C1. The HOMO energy comes out at -8.2 eV. Its spin multiplicity is 1.

Atoms and positions in Å:
N (-4.685, 3.149, 5.851)
C (-4.107, 2.986, 4.854)
C (-3.285, 2.710, 3.709)
C (-2.604, 1.512, 3.658)
N (-2.681, 0.675, 4.756)
N (-1.725, 0.997, 2.787)
C (-1.297, 1.535, 1.679)
C (-0.325, 0.737, 0.974)
C (0.296, -0.567, 1.254)
C (-0.037, -1.530, 2.307)
C (0.979, -2.105, 3.084)
C (0.684, -2.979, 4.162)
C (-0.625, -3.406, 4.376)
Br (-0.876, -4.808, 5.648)
C (-1.663, -2.897, 3.565)
C (-1.398, -1.923, 2.559)
C (1.259, -0.737, 0.279)
N (1.245, 0.349, -0.603)
C (2.180, 0.569, -1.604)
C (2.546, 1.850, -2.061)
C (3.495, 2.019, -3.100)
C (4.178, 0.923, -3.623)
S (5.488, 1.127, -4.819)
N (4.780, 2.166, -5.905)
O (5.823, -0.076, -5.621)
O (6.666, 1.856, -4.374)
C (3.872, -0.356, -3.144)
C (2.888, -0.516, -2.147)
C (0.257, 1.253, -0.155)
N (-0.068, 2.503, -0.702)
C (-0.930, 3.200, -0.022)
N (-1.609, 2.795, 1.129)
N (-2.512, 3.736, 1.637)
C (-3.243, 3.775, 2.717)
H (-3.117, 1.097, 5.559)
H (-1.938, 0.011, 4.833)
H (2.028, -1.795, 2.919)
H (1.478, -3.380, 4.785)
H (-2.690, -3.287, 3.669)
H (-2.226, -1.510, 2.006)
H (1.914, -1.593, 0.202)
H (2.131, 2.744, -1.658)
H (3.695, 3.013, -3.508)
H (4.106, 1.620, -6.451)
H (5.556, 2.438, -6.498)
H (4.358, -1.233, -3.556)
H (2.665, -1.529, -1.912)
H (-1.149, 4.178, -0.396)
H (-3.844, 4.637, 2.831)



(3)
# C8H8F3NO2

2 unconnected molecules or ions with the total composition C8H8F3NO2 at a distorted geometry (ωB97M-V/def2-TZVPD, OMol25).

The molecular weight comes out at 207.15 g mol⁻¹. The calculation puts the LUMO energy at -0.40 eV. The energy above the lowest of the compared OMol25 structures with the same formula, charge and spin is 66.6 kcal/mol. As for the HOMO-LUMO gap: 8.8 eV. As for the calculated total energy: -814.304207 a.u. The HOMO energy comes out at -9.2 eV. Its spin multiplicity is 1.

Atoms and positions in Å:
C (-1.563, -0.860, 1.634)
C (-2.120, -0.605, 0.326)
C (-0.285, -0.583, 1.898)
C (-1.316, -0.311, -0.704)
C (0.652, 0.022, 0.878)
C (0.129, -0.313, -0.484)
C (0.770, 1.522, 1.173)
C (0.852, 0.851, -2.139)
N (0.788, -1.500, -1.081)
O (0.133, -2.166, -1.844)
O (1.948, -1.692, -0.791)
F (0.186, 2.001, -2.114)
F (2.148, 1.070, -1.990)
F (0.595, 0.193, -3.250)
H (-2.213, -1.273, 2.390)
H (-3.188, -0.679, 0.188)
H (0.128, -0.720, 2.885)
H (-1.689, -0.182, -1.708)
H (1.647, -0.430, 0.977)
H (1.080, 1.662, 2.205)
H (-0.190, 2.014, 1.028)
H (1.509, 1.981, 0.524)



(4)
# C2H4P2

C2H4P2 in the gas phase at a distorted geometry (ωB97M-V/def2-TZVPD, OMol25).

The molecular weight comes out at 90.00 g mol⁻¹. The calculation puts the LUMO energy at -1.18 eV. The energy above the lowest of the compared OMol25 structures with the same formula, charge and spin is 18.8 kcal/mol. As for the HOMO-LUMO gap: 7.3 eV. As for the calculated total energy: -761.224846 a.u. Its SMILES is [H]/P=C\C=P/[H]. The HOMO energy comes out at -8.5 eV. Its spin multiplicity is 1.

Atoms and positions in Å:
H (-1.971, 1.385, 0.000)
P (-2.182, -0.001, 0.021)
C (-0.536, -0.433, -0.008)
C (0.550, 0.450, -0.005)
P (2.176, -0.020, 0.021)
H (1.945, -1.403, -0.003)
H (-0.315, -1.495, 0.002)
H (0.340, 1.513, 0.000)



(5)
# C30H80O30S10

10 unconnected molecules or ions with the total composition C30H80O30S10 at a distorted geometry (ωB97M-V/def2-TZVPD, OMol25).

The molecular weight comes out at 1241.61 g mol⁻¹. The calculation puts the LUMO energy at -0.27 eV. The energy above the lowest of the compared OMol25 structures with the same formula, charge and spin is 144.2 kcal/mol. As for the HOMO-LUMO gap: 9.7 eV. As for the calculated total energy: -7429.791888 a.u. Its SMILES is CCOS(C)(=O)=O.CCOS(C)(=O)=O.CCOS(C)(=O)=O.CCOS(C)(=O)=O.CCOS(C)(=O)=O.CCOS(C)(=O)=O.CCOS(C)(=O)=O.CCOS(C)(=O)=O.CCOS(C)(=O)=O.CCOS(C)(=O)=O. The HOMO energy comes out at -10.0 eV. Its spin multiplicity is 1.

Atoms and positions in Å:
C (-2.051, -3.598, 4.402)
C (-2.344, -2.158, 4.944)
O (-3.025, -1.323, 4.002)
S (-2.213, -0.012, 3.487)
C (-0.889, -0.664, 2.415)
O (-3.138, 0.782, 2.688)
O (-1.524, 0.564, 4.610)
H (-1.739, -4.190, 5.262)
H (-1.274, -3.723, 3.647)
H (-2.961, -4.039, 3.996)
H (-2.873, -2.264, 5.891)
H (-1.405, -1.694, 5.244)
H (-0.338, 0.219, 2.092)
H (-1.327, -1.119, 1.526)
H (-0.276, -1.333, 3.018)
C (-7.075, -1.861, 1.237)
C (-5.670, -1.308, 0.940)
O (-5.812, -0.218, -0.016)
S (-5.809, -0.699, -1.621)
C (-3.921, -0.700, -1.820)
O (-6.291, -2.080, -1.771)
O (-6.409, 0.354, -2.435)
H (-7.493, -2.289, 0.326)
H (-7.695, -1.022, 1.553)
H (-7.102, -2.658, 1.980)
H (-5.156, -0.859, 1.790)
H (-4.877, -2.000, 0.655)
H (-3.613, -0.052, -2.641)
H (-3.727, -1.765, -1.950)
H (-3.623, -0.380, -0.822)
C (3.476, -0.372, -1.128)
C (2.435, 0.742, -1.313)
O (1.089, 0.165, -1.082)
S (-0.189, 1.237, -0.963)
C (-0.745, 1.059, -2.749)
O (-1.181, 0.672, -0.025)
O (0.310, 2.609, -0.778)
H (3.160, -1.275, -0.605)
H (4.330, -0.077, -0.519)
H (3.958, -0.764, -2.023)
H (2.600, 1.579, -0.635)
H (2.433, 1.158, -2.320)
H (-1.058, 0.036, -2.957)
H (0.111, 1.288, -3.384)
H (-1.554, 1.779, -2.870)
C (-4.278, 7.062, -5.151)
C (-4.197, 5.975, -4.071)
O (-4.450, 4.786, -4.749)
S (-4.813, 3.385, -3.920)
C (-6.565, 3.660, -3.607)
O (-4.728, 2.271, -4.868)
O (-4.052, 3.287, -2.686)
H (-5.211, 7.621, -5.223)
H (-4.010, 6.727, -6.153)
H (-3.510, 7.779, -4.857)
H (-3.222, 5.903, -3.589)
H (-5.076, 6.153, -3.451)
H (-6.970, 2.653, -3.499)
H (-6.952, 4.364, -4.343)
H (-6.712, 4.190, -2.666)
C (-4.401, -5.261, -1.822)
C (-2.908, -5.582, -1.571)
O (-2.140, -4.392, -1.818)
S (-1.456, -3.718, -0.432)
C (-0.020, -2.758, -1.138)
O (-2.442, -2.761, 0.097)
O (-0.947, -4.683, 0.486)
H (-4.896, -4.845, -0.944)
H (-5.004, -6.153, -1.992)
H (-4.357, -4.597, -2.686)
H (-2.575, -6.074, -0.657)
H (-2.790, -6.193, -2.466)
H (-0.413, -1.874, -1.640)
H (0.520, -3.311, -1.906)
H (0.513, -2.528, -0.215)
C (7.562, -0.802, 1.191)
C (7.483, -2.365, 1.293)
O (7.392, -2.939, 0.009)
S (6.846, -4.451, -0.178)
C (5.720, -4.095, -1.611)
O (8.019, -5.358, -0.556)
O (5.942, -4.702, 0.929)
H (7.010, -0.381, 0.350)
H (8.544, -0.429, 0.901)
H (7.230, -0.366, 2.134)
H (8.395, -2.658, 1.813)
H (6.747, -2.794, 1.974)
H (6.430, -3.749, -2.363)
H (5.037, -3.321, -1.261)
H (5.248, -5.032, -1.908)
C (-1.218, -0.544, -7.548)
C (-0.038, -1.025, -6.627)
O (-0.277, -2.349, -6.237)
S (-0.276, -2.621, -4.605)
C (0.172, -4.425, -4.788)
O (0.902, -2.058, -3.887)
O (-1.648, -2.315, -4.160)
H (-1.002, 0.491, -7.817)
H (-2.031, -0.725, -6.845)
H (-1.337, -1.157, -8.441)
H (0.962, -0.883, -7.036)
H (0.109, -0.377, -5.763)
H (-0.399, -4.788, -5.642)
H (-0.058, -4.985, -3.882)
H (1.239, -4.573, -4.955)
C (1.258, -2.651, 6.304)
C (2.379, -2.630, 5.387)
O (1.803, -2.440, 4.075)
S (2.849, -1.953, 2.823)
C (3.467, -3.648, 2.354)
O (1.967, -1.408, 1.796)
O (3.921, -1.141, 3.396)
H (0.603, -3.520, 6.355)
H (0.620, -1.783, 6.134)
H (1.720, -2.550, 7.286)
H (3.046, -1.784, 5.555)
H (2.905, -3.584, 5.361)
H (4.346, -3.967, 2.914)
H (3.770, -3.734, 1.310)
H (2.583, -4.231, 2.611)
C (-0.961, 3.813, 2.320)
C (0.379, 3.921, 2.932)
O (0.155, 4.413, 4.226)
S (0.272, 6.094, 4.444)
C (0.802, 5.991, 6.133)
O (1.434, 6.495, 3.718)
O (-1.019, 6.691, 4.376)
H (-1.476, 4.772, 2.380)
H (-1.549, 3.101, 2.900)
H (-1.012, 3.469, 1.287)
H (0.749, 2.921, 3.159)
H (1.120, 4.395, 2.287)
H (1.817, 5.596, 6.163)
H (0.098, 5.373, 6.692)
H (0.723, 7.045, 6.398)
C (4.084, 2.070, 1.915)
C (3.691, 3.321, 1.239)
O (3.971, 4.540, 1.795)
S (3.644, 5.819, 0.843)
C (5.339, 5.966, 0.019)
O (2.683, 5.421, -0.140)
O (3.465, 7.033, 1.667)
H (5.168, 1.986, 1.838)
H (3.553, 1.226, 1.474)
H (3.814, 1.934, 2.962)
H (4.139, 3.218, 0.250)
H (2.615, 3.303, 1.069)
H (5.999, 6.446, 0.742)
H (5.220, 6.652, -0.820)
H (5.676, 4.944, -0.156)



(6)
# C20H28IN2O2P2Pd

A molecular structure, C20H28IN2O2P2Pd (ωB97M-V/def2-TZVPD, OMol25).

The molecular weight comes out at 623.73 g mol⁻¹. The calculation puts the LUMO energy at -3.58 eV. The energy above the lowest of the compared OMol25 structures with the same formula, charge and spin is 25.0 kcal/mol. As for the HOMO-LUMO gap: 6.6 eV. As for the calculated total energy: -2147.028304 a.u. The HOMO energy comes out at -10.2 eV. Its spin multiplicity is 1. The total charge is +1.

Atoms and positions in Å:
Pd (1.067, -0.084, -0.812)
C (-2.215, -3.649, -1.218)
C (-2.117, -2.870, 0.059)
N (-3.100, -2.941, 0.910)
C (-3.023, -2.269, 2.085)
C (-1.951, -1.507, 2.442)
C (-1.946, -0.835, 3.789)
O (-1.852, 0.590, 3.699)
C (-0.872, -1.352, 1.515)
C (0.244, -0.567, 1.948)
N (1.242, -0.111, 1.258)
C (2.320, 0.555, 1.908)
C (2.279, 0.966, 3.244)
C (3.355, 1.595, 3.840)
C (4.521, 1.833, 3.128)
C (4.596, 1.431, 1.806)
C (3.507, 0.806, 1.219)
I (3.757, 0.201, -0.779)
C (-0.943, -2.042, 0.272)
O (-0.066, -2.005, -0.658)
H (-2.921, -4.464, -1.085)
H (-1.242, -4.039, -1.512)
H (-2.582, -3.018, -2.033)
H (-3.868, -2.386, 2.752)
H (-1.086, -1.152, 4.382)
H (-2.837, -1.134, 4.343)
H (-2.721, 0.934, 3.472)
H (0.252, -0.368, 3.012)
H (1.391, 0.815, 3.843)
H (3.276, 1.904, 4.873)
H (5.364, 2.325, 3.592)
H (5.496, 1.602, 1.233)
C (1.595, 0.742, -4.185)
P (0.664, -0.298, -3.035)
C (0.833, -1.990, -3.625)
C (-1.087, 0.153, -3.245)
C (-1.312, 1.536, -2.642)
P (-0.589, 1.604, -0.947)
C (-2.025, 1.424, 0.150)
C (-0.126, 3.347, -0.737)
H (1.181, 0.641, -5.190)
H (2.638, 0.429, -4.200)
H (1.557, 1.786, -3.877)
H (0.356, -2.074, -4.603)
H (0.350, -2.653, -2.907)
H (1.885, -2.258, -3.711)
H (-1.653, -0.613, -2.707)
H (-1.373, 0.108, -4.299)
H (-2.374, 1.784, -2.600)
H (-0.824, 2.307, -3.242)
H (-2.718, 2.251, -0.018)
H (-1.695, 1.428, 1.190)
H (-2.528, 0.475, -0.039)
H (-0.962, 3.998, -0.997)
H (0.732, 3.585, -1.365)
H (0.152, 3.525, 0.303)



Question: The highest calculated total energy belongs to which entry?
Answer: C2H4P2



Question: Among the records above, which one has the highest LUMO energy?
Answer: C3HN2O4S



Please write out number 4 again, unchanged.
# C2H4P2

C2H4P2 in the gas phase at a distorted geometry (ωB97M-V/def2-TZVPD, OMol25).

The molecular weight comes out at 90.00 g mol⁻¹. The calculation puts the LUMO energy at -1.18 eV. The energy above the lowest of the compared OMol25 structures with the same formula, charge and spin is 18.8 kcal/mol. As for the HOMO-LUMO gap: 7.3 eV. As for the calculated total energy: -761.224846 a.u. Its SMILES is [H]/P=C\C=P/[H]. The HOMO energy comes out at -8.5 eV. Its spin multiplicity is 1.

Atoms and positions in Å:
H (-1.971, 1.385, 0.000)
P (-2.182, -0.001, 0.021)
C (-0.536, -0.433, -0.008)
C (0.550, 0.450, -0.005)
P (2.176, -0.020, 0.021)
H (1.945, -1.403, -0.003)
H (-0.315, -1.495, 0.002)
H (0.340, 1.513, 0.000)